[1]
{"formula": "C4H6N2O2", "method": "ωB97M-V with the def2-TZVPD basis set", "elements": ["O", "O", "N", "N", "C", "C", "C", "C", "H", "H", "H", "H", "H", "H"], "positions_angstrom": [[1.3297, 1.4240, 1.6204], [-0.7161, 2.3159, -0.8598], [-0.4198, -2.3258, -0.6539], [-0.6288, 0.0720, -0.9747], [0.7650, 0.8049, 0.5540], [-0.0068, -1.0788, -0.3071], [0.8445, -0.6558, 0.6187], [-0.2031, 1.1423, -0.3082], [0.3943, -3.0607, -0.0867], [1.0886, -1.2837, 1.4187], [-1.0160, -2.5938, 0.0841], [-1.6894, 2.4128, -0.6566], [-0.9415, 0.3141, -2.0182], [1.1996, 2.5123, 1.5693]], "lowdin_charge": [-0.011, 0.018, 0.061, 0.114, -0.295, -0.421, 0.024, -0.393, 0.200, 0.103, 0.042, 0.131, 0.223, 0.205], "total_energy_ha": -415.894744, "e_above_lowest_kcal_mol": 91.5, "smiles": "Nc1cc(O)c(O)[nH]1", "orbital_gap_ev": 7.978, "e_lumo_ev": 0.57}

***

[2]
{"formula": "C5H6O2", "method": "ωB97M-V with the def2-TZVPD basis set", "elements": ["O", "O", "C", "C", "C", "C", "C", "H", "H", "H", "H", "H", "H"], "positions_angstrom": [[1.6637, -1.9113, -0.3762], [0.1262, -0.8091, 0.8101], [-1.5290, -0.5852, -0.3775], [1.2107, -0.8560, -0.0097], [-0.5235, 0.4595, 0.6697], [0.5869, 1.3454, 0.1878], [1.5780, 0.5502, -0.2557], [-1.1163, -0.4110, -1.3696], [-1.5714, -1.7074, -0.2343], [2.5314, 0.8202, -0.6888], [-2.4913, -0.1780, -0.1695], [-1.0548, 0.8204, 1.5760], [0.6107, 2.4364, 0.2222]], "lowdin_charge": [0.108, -0.077, 0.040, -0.507, -0.183, -0.006, 0.030, 0.075, 0.104, 0.119, 0.036, 0.145, 0.115], "total_energy_ha": -344.502078, "e_above_lowest_kcal_mol": 62.6, "smiles": "C[C@@H]1C=CC(=O)O1", "orbital_gap_ev": 9.474, "e_lumo_ev": 0.19}

***

[3]
{"formula": "C23H43LuN2OP3S", "method": "ωB97M-V with the def2-TZVPD basis set", "elements": ["Lu", "S", "P", "P", "P", "O", "N", "N", "C", "C", "C", "C", "C", "C", "C", "C", "C", "C", "C", "C", "C", "C", "C", "C", "C", "C", "C", "C", "C", "C", "C", "H", "H", "H", "H", "H", "H", "H", "H", "H", "H", "H", "H", "H", "H", "H", "H", "H", "H", "H", "H", "H", "H", "H", "H", "H", "H", "H", "H", "H", "H", "H", "H", "H", "H", "H", "H", "H", "H", "H", "H", "H", "H", "H"], "positions_angstrom": [[-0.2503, -1.3279, 0.1711], [0.8381, 0.1766, -2.4442], [-0.6151, 1.2568, 1.2437], [-2.9356, -1.2479, -0.4721], [3.8264, 1.8052, -0.5873], [-2.1164, -1.0826, 4.2414], [1.1441, -1.8282, 1.8228], [-1.1292, -2.0297, 6.0843], [1.1524, -2.4836, -0.9884], [2.3701, -2.0340, 2.3832], [0.0314, -1.9202, 2.6101], [-0.6435, 2.7870, 0.2235], [5.2284, 1.2081, -1.5516], [-1.5615, 1.9379, -5.2284], [3.9201, 1.2482, 1.1276], [-2.3911, 0.8940, -5.6771], [1.0743, -1.7073, -2.2843], [-1.0105, -0.6973, -4.4304], [-3.4235, 0.2241, -1.4927], [3.5606, 3.5787, -0.7018], [-2.1816, 1.4516, 2.1768], [-1.1469, -1.6549, 4.7590], [0.1267, -1.9131, 4.0111], [0.5963, 1.6945, 2.5463], [-2.0498, -0.4229, -5.3307], [2.5065, -2.1659, 3.7697], [-4.0632, -1.2631, 0.9752], [-0.3030, 0.3678, -3.8240], [-0.5221, 1.6673, -4.3243], [1.3848, -2.0390, 4.5995], [-3.5785, -2.6357, -1.4917], [-4.1936, -0.0632, -2.2261], [2.7554, 1.2839, -1.3401], [0.7237, -3.4849, -1.0769], [3.4979, -2.3488, 4.1737], [2.0841, -1.6305, -2.7117], [5.5197, 0.2081, -1.1948], [-2.3106, 0.6117, 2.8730], [3.2135, -2.1069, 1.6799], [-2.7611, -3.3556, -1.6699], [0.4575, -2.2198, -3.0267], [-3.5024, -1.4715, 1.8946], [-2.5505, 0.6025, -2.0484], [2.7738, 3.7473, -1.4544], [-4.3859, -3.1383, -0.9347], [0.1658, 2.4554, -4.0180], [3.2133, 3.9849, 0.2587], [0.3317, 2.9359, -0.2611], [-2.0312, -2.0271, 6.5388], [-1.4005, 2.6750, -0.5634], [-3.0310, 1.4814, 1.4851], [1.1185, 0.7929, 2.8827], [4.9524, 1.3269, 1.5075], [-1.6732, 2.9668, -5.5678], [-3.9651, -2.2436, -2.4454], [3.5977, 0.1998, 1.2237], [1.4882, -2.0259, 5.6970], [-0.9741, -2.0022, 2.1088], [1.3359, 2.4037, 2.1606], [4.4835, 4.0937, -1.0073], [-0.8898, 3.6657, 0.8400], [-2.6102, -1.2530, -5.7788], [-4.5453, -0.2878, 1.0767], [-0.7616, -1.7355, -4.2139], [4.8769, 1.1157, -2.5913], [-2.1422, 2.3826, 2.7538], [3.2842, 1.8528, 1.7891], [2.1957, -2.5629, -0.6695], [-4.8113, -2.0460, 0.8189], [0.0774, 2.1329, 3.4060], [-3.7987, 1.0242, -0.8379], [6.0917, 1.8889, -1.5024], [-3.2706, 1.0679, -6.3095], [-0.4680, -2.7423, 6.3649]], "lowdin_charge": [1.301, 0.835, 0.735, 0.738, 0.901, 0.041, -0.105, 0.205, -0.401, -0.071, -0.141, -0.253, -0.188, -0.048, -0.187, -0.047, -0.525, -0.100, -0.234, -0.189, -0.247, -0.439, -0.091, -0.252, -0.063, 0.021, -0.243, -0.529, -0.117, 0.054, -0.243, 0.064, -0.044, 0.061, 0.135, 0.063, 0.074, 0.019, 0.130, 0.039, 0.058, 0.020, 0.020, 0.066, 0.056, 0.102, 0.069, 0.022, 0.136, 0.044, 0.035, 0.017, 0.090, 0.120, 0.055, 0.033, 0.149, 0.090, 0.028, 0.080, 0.074, 0.123, 0.052, 0.088, 0.074, 0.072, 0.036, 0.043, 0.055, 0.068, 0.045, 0.082, 0.125, 0.115], "total_energy_ha": -3743.807420, "e_above_lowest_kcal_mol": 0.0, "total_charge": 3, "orbital_gap_ev": 6.555, "e_lumo_ev": -9.08}

***

[4]
{"formula": "C27H52OP2PmSi", "method": "ωB97M-V with the def2-TZVPD basis set", "elements": ["Pm", "P", "P", "Si", "O", "C", "C", "C", "C", "C", "C", "C", "C", "C", "C", "C", "C", "C", "C", "C", "C", "C", "C", "C", "C", "C", "C", "C", "C", "C", "C", "C", "H", "H", "H", "H", "H", "H", "H", "H", "H", "H", "H", "H", "H", "H", "H", "H", "H", "H", "H", "H", "H", "H", "H", "H", "H", "H", "H", "H", "H", "H", "H", "H", "H", "H", "H", "H", "H", "H", "H", "H", "H", "H", "H", "H", "H", "H", "H", "H", "H", "H", "H", "H"], "positions_angstrom": [[2.0379, -0.6301, 0.3509], [-1.7932, 2.2483, -2.9958], [-0.2314, 0.3357, -4.7891], [2.8293, 1.7636, 3.1470], [2.5125, 0.7476, 1.9177], [0.6713, -0.2362, -6.2935], [3.1657, -2.4822, 2.0350], [-2.5587, 0.1738, 2.5574], [-0.8864, 1.9142, -5.6143], [-3.6987, -0.7838, 2.4074], [0.9891, -3.6910, -0.7803], [1.4712, -1.7909, 3.9135], [1.8662, -2.2190, 2.5397], [-4.5069, -0.6219, 1.1035], [-2.0212, 2.5779, -4.8319], [3.6761, 1.0222, 4.6632], [1.6342, -3.1369, 0.4315], [1.1587, 2.3382, 3.8524], [-1.0883, 3.8570, -2.4094], [-2.8136, -0.5503, -0.8911], [-2.2282, 1.5821, 0.4319], [-1.7239, 0.3520, -0.3703], [-3.8169, -1.0873, -0.1590], [-0.5456, -2.5807, 1.7144], [4.4241, -2.3027, 2.8108], [-2.3201, 1.3344, 1.9015], [-1.7238, -0.7718, -5.0143], [0.9218, -2.6001, 1.5446], [3.0297, -3.0103, 0.7084], [-3.5751, 2.3998, -2.4847], [3.8689, 3.2396, 2.5881], [4.1294, -3.3290, -0.2476], [5.2488, -2.8932, 2.3809], [-3.2462, 1.8513, 0.0949], [3.8944, 4.0345, 3.3506], [-3.9375, 1.3758, -2.2807], [-1.3377, -1.8046, -5.0478], [0.9459, 1.8434, 4.8143], [-0.3258, 4.2385, -3.1042], [2.2259, -2.0310, 4.6834], [-0.0838, -3.4764, -0.7971], [0.5456, -2.3180, 4.1971], [-1.1252, 0.7131, -1.2365], [-2.6898, -0.8766, -1.9405], [-1.5291, 2.4340, 0.2717], [4.5136, -2.4286, -0.7633], [4.9054, 2.9541, 2.3670], [1.2284, 3.4253, 4.0196], [-4.8895, 0.4067, 1.0411], [1.4112, -3.3150, -1.7183], [4.2002, 1.8530, 5.1583], [-3.0098, 2.1983, -5.1341], [-5.4018, -1.2496, 1.2151], [-0.8586, -2.0573, 2.6225], [-0.0135, 2.5830, -5.6285], [4.4103, 0.2352, 4.4640], [-1.0302, -0.2158, 0.2791], [-4.3340, -1.9780, -0.5463], [-3.3993, -1.8377, 2.5150], [2.9337, 0.6328, 5.3726], [4.3220, -2.6367, 3.8599], [-2.2778, 2.2873, 2.4904], [-3.6230, 3.0069, -1.5665], [-1.8523, -0.1532, 3.3410], [-0.6050, 3.6319, -1.4460], [4.9967, -3.8089, 0.2349], [-4.3524, -0.5662, 3.2769], [-2.0294, 3.6644, -5.0048], [-4.1771, 2.8569, -3.2857], [1.0605, -4.7864, -0.8173], [-1.8728, 4.6111, -2.2508], [-2.2725, -0.5561, -5.9479], [3.7860, -4.0384, -1.0172], [1.5920, 0.3493, -6.3790], [-1.0707, -2.0830, 0.8942], [3.4502, 3.6734, 1.6725], [0.0814, -0.1067, -7.2106], [-0.9491, -3.6006, 1.7848], [0.3294, 2.1332, 3.1596], [0.9423, -1.2900, -6.1724], [-2.4132, -0.7044, -4.1585], [4.7275, -1.2440, 2.8223], [1.2674, -0.7074, 3.9885], [-1.1665, 1.7082, -6.6553]], "lowdin_charge": [1.830, 0.834, 0.770, 0.301, -0.547, -0.343, -0.272, -0.131, -0.453, -0.190, -0.034, -0.011, -0.282, -0.183, -0.425, -0.165, -0.374, -0.159, -0.280, -0.124, -0.199, -0.244, -0.081, -0.036, -0.016, -0.117, -0.305, -0.351, -0.335, -0.271, -0.174, -0.029, 0.086, 0.098, 0.041, 0.026, 0.033, 0.032, 0.041, 0.095, 0.083, 0.091, 0.020, 0.088, 0.107, 0.083, 0.032, 0.035, 0.120, 0.082, 0.041, 0.074, 0.110, 0.064, 0.071, 0.014, 0.061, 0.108, 0.106, 0.027, 0.099, 0.125, 0.030, 0.100, 0.012, 0.094, 0.131, 0.080, 0.044, 0.105, 0.047, 0.052, 0.092, 0.030, 0.054, 0.025, 0.041, 0.114, 0.005, 0.029, 0.001, 0.075, 0.073, 0.075], "total_energy_ha": -2715.556510, "spin_multiplicity": 5, "total_charge": 1, "orbital_gap_ev": [6.125, 6.235], "s_squared": 6.012, "e_lumo_ev": [-3.94, -3.83]}

***

Number 1: molar mass 114.10 g mol⁻¹. Number 2: molar mass 98.10 g mol⁻¹. Number 3: molar mass 663.57 g mol⁻¹. Number 4: molar mass 627.75 g mol⁻¹.